# 1
52
Properties=species:S:1:pos:R:3:forces:R:3 method="wB97M-V/def2-TZVPD" relative_energy_kj_mol=278.9 homo_lumo_gap_ha=0.2931 lumo_energy_ev=-0.53 total_charge=0 smiles="Cc1ccc(N2C(=O)N(CC(=O)Nc3ccc(C)c(C)c3[N+](=O)[O-])C(=O)[C@H]2C)cc1"
C -1.247833 -1.080063 -6.600046 0.0547 0.0181 -0.0156
C -0.702198 -1.414187 -5.245686 0.0074 -0.0091 0.0188
C -1.431524 -1.173355 -4.089657 0.1521 -0.0646 -0.0965
C -0.923321 -1.480212 -2.841405 -0.0243 -0.0233 0.1289
C 0.347100 -2.033576 -2.720980 -0.2254 0.1532 -0.2330
C 1.089887 -2.273938 -3.874167 0.0338 0.0187 0.1535
C 0.565521 -1.968152 -5.114761 -0.1248 0.0298 0.0386
H 1.155798 -2.160665 -5.999169 0.0703 -0.0299 -0.0873
H 2.083540 -2.689274 -3.814438 0.1055 -0.0639 0.0385
N 0.873095 -2.356971 -1.456595 0.1560 -0.0617 -0.0972
C 0.506588 -1.785661 -0.279638 0.0517 -0.0125 0.2251
O -0.309513 -0.926091 -0.056022 -0.1876 0.1159 0.0031
N 1.279256 -2.385826 0.726140 -0.1971 0.1896 0.2172
C 2.170921 -3.291575 0.238818 -0.0071 0.0435 -0.2561
O 2.967960 -3.927525 0.876200 0.1627 -0.1440 0.0044
C 1.911402 -3.350825 -1.261727 0.1951 -0.4783 -0.1555
C 1.468130 -4.754792 -1.671357 0.1532 0.1569 0.0510
H 2.233837 -5.468086 -1.378498 0.0538 -0.0706 -0.0072
H 1.312864 -4.811103 -2.745562 -0.0148 -0.0276 -0.0503
H 0.537393 -5.012649 -1.170752 -0.0825 -0.0209 0.0467
H 2.832222 -3.074917 -1.789041 -0.0650 0.0163 0.1408
C 1.214584 -1.907993 2.085461 0.0303 0.0534 -0.1469
C 1.375454 -0.380986 2.047715 -0.0860 -0.1702 0.1715
O 2.317399 0.131961 1.492022 0.1864 -0.0150 -0.1407
N 0.370143 0.269780 2.689978 -0.3659 -0.4040 0.3549
C 0.149683 1.634235 2.779427 -0.1287 0.1880 0.0576
C 1.136810 2.553525 2.437617 0.0945 -0.0173 -0.0193
C 0.894789 3.906181 2.537088 -0.2774 -0.1642 0.1062
C -0.316113 4.403770 3.002864 0.0805 -0.1703 -0.0410
C -1.331723 3.511908 3.352606 0.0759 -0.2678 -0.0183
C -1.106670 2.130980 3.203208 1.1320 0.9346 -0.3105
N -2.185235 1.222963 3.422762 -0.6175 -0.4587 0.0355
O -3.310771 1.578105 3.151163 -0.0909 -0.0305 -0.0870
O -1.930024 0.104074 3.859373 -0.1686 -0.1902 0.2333
C -2.610421 4.053837 3.911245 -0.1513 0.0536 0.0819
H -3.132464 3.333472 4.533737 -0.0014 0.0830 0.0163
H -2.412830 4.942484 4.504588 0.0180 0.0680 0.0036
H -3.284753 4.326192 3.099849 -0.1075 0.0432 0.0066
C -0.512402 5.885226 3.111854 -0.0404 -0.0311 0.0644
H -0.577738 6.192838 4.155488 -0.0371 0.1137 0.0459
H 0.324188 6.409106 2.657778 0.0280 0.0607 -0.0254
H -1.428242 6.192899 2.611286 -0.0593 0.1239 -0.0072
H 1.676089 4.597293 2.258051 0.0833 0.0770 -0.0326
H 2.086984 2.190894 2.085814 -0.0032 -0.0305 -0.0033
H -0.388185 -0.293516 3.076034 0.4277 0.2031 -0.1929
H 2.055800 -2.357452 2.620935 -0.1327 0.0892 -0.0295
H 0.270132 -2.210534 2.546117 0.1192 0.0199 0.0042
H -1.506257 -1.280133 -1.958503 -0.0257 0.0005 0.0550
H -2.419380 -0.742359 -4.161494 -0.1052 0.0412 -0.0118
H -2.290490 -0.780410 -6.536108 -0.0714 0.0217 -0.0578
H -0.680384 -0.261691 -7.042765 -0.0271 0.0559 -0.0908
H -1.169099 -1.937202 -7.266848 -0.0462 -0.0165 -0.0896

# 2
53
Properties=species:S:1:pos:R:3:forces:R:3 method="wB97M-V/def2-TZVPD" relative_energy_kj_mol=240.1 homo_lumo_gap_ha=0.2025 lumo_energy_ev=1.32 total_charge=-1
Pd -0.088387 0.787940 -0.544778 0.2461 -0.7266 -0.8176
S -0.236783 2.651975 -1.753159 -0.0810 0.0282 -0.1701
C 1.022036 2.529805 -2.960615 0.0634 0.0491 0.0691
C 1.057017 3.525467 -3.940248 0.0008 -0.0069 -0.0160
C 2.053868 3.578228 -4.901827 0.0088 -0.0286 0.0292
C 2.041261 4.623546 -5.882032 -0.0049 0.0093 -0.0175
N 2.013019 5.467882 -6.663344 0.0011 0.0007 0.0024
C 3.061156 2.597827 -4.893282 -0.0319 -0.0246 0.0220
C 3.024316 1.598709 -3.933307 0.0136 -0.0030 -0.0178
C 2.015972 1.523704 -2.966878 -0.0069 -0.0667 -0.0720
S 2.015349 0.188166 -1.852208 -0.1373 0.3241 0.3796
C 4.119852 2.610559 -5.859350 0.0275 0.0586 -0.0111
N 4.980288 2.617423 -6.623498 -0.0081 -0.0331 -0.0020
H 0.281781 4.280975 -3.942190 -0.0017 -0.0001 -0.0042
H 3.798516 0.842949 -3.929434 0.0046 0.0053 -0.0026
C 2.179293 -1.471270 2.433859 0.0677 -0.0271 -0.0423
C 1.638250 -0.409978 1.465859 -0.0208 -0.0051 0.0032
N 0.308701 -0.812959 0.942104 -0.0067 0.1211 0.1137
C 0.408352 -2.149828 0.354508 0.0065 0.0027 0.0210
C 0.692203 -3.183623 1.468295 -0.0009 0.0008 0.0115
N 1.063533 -2.435724 2.712088 -0.0127 -0.0025 0.0099
C -0.116115 -1.662132 3.231360 -0.0121 0.0041 0.0161
C -0.665651 -0.844208 2.056441 0.0095 -0.0246 -0.0594
H 2.462394 -1.018964 3.383575 -0.0403 0.0293 -0.0024
H 3.001640 -2.053308 2.015685 0.0011 -0.0020 -0.0005
H 2.313179 -0.278496 0.624778 0.0066 0.0264 0.0086
H 1.494273 0.537295 1.986547 0.0229 -0.0214 0.0062
H 1.201897 -2.133055 -0.391959 -0.0132 -0.0041 -0.0049
H -0.529288 -2.387884 -0.145538 -0.0040 0.0021 0.0000
H 1.518334 -3.848572 1.219232 0.0009 0.0024 0.0000
H -0.187767 -3.778098 1.712797 0.0029 -0.0073 -0.0047
H 1.364520 -3.093604 3.424685 0.0063 0.0083 -0.0012
H 0.261940 -0.998466 4.011388 -0.0024 -0.0349 0.0118
H -0.839504 -2.380237 3.617694 -0.0024 -0.0155 -0.0286
H -0.848773 0.178337 2.374745 0.0274 -0.0094 0.0137
H -1.579170 -1.292420 1.681491 -0.0367 0.0442 0.0050
O 1.195126 0.707135 4.444230 -0.0048 0.0255 -0.0287
N 0.698120 1.836454 4.153151 0.0306 0.0783 -0.0205
O 0.375445 1.993790 2.967137 0.0128 -0.0600 0.3281
C -2.097952 0.442382 -1.024380 -0.1342 0.3358 0.3741
C -2.936513 -0.193113 0.007213 -0.0253 -0.0927 0.0105
C -3.276635 -1.551290 -0.057707 0.0095 0.0486 -0.0113
C -4.000647 -2.168924 0.955297 -0.0133 0.0058 0.0140
C -4.422747 -1.439077 2.057803 -0.0023 -0.0093 0.0002
C -4.129591 -0.077655 2.119102 0.0065 -0.0054 0.0036
C -3.403263 0.532794 1.113814 0.0081 -0.0397 -0.0366
H -2.534436 1.389882 -1.336711 0.0260 -0.0224 -0.0512
H -1.968206 -0.205355 -1.893967 -0.0221 0.0557 -0.0355
H -2.968961 -2.124912 -0.926439 0.0201 0.0006 0.0072
H -4.246721 -3.222194 0.876022 0.0009 0.0012 0.0002
H -4.988067 -1.914951 2.849371 0.0010 -0.0004 0.0004
H -4.459791 0.506452 2.969808 0.0006 0.0017 0.0003
H -3.136666 1.580622 1.192771 -0.0078 0.0038 -0.0030

# 3
49
Properties=species:S:1:pos:R:3:forces:R:3 method="wB97M-V/def2-TZVPD" homo_lumo_gap_ha=0.2042 lumo_energy_ev=-1.48 total_charge=0
Sc -0.286978 0.069503 0.265040 -0.3205 -0.1699 -0.4276
C -3.265187 4.806818 0.499306 0.0285 -0.0445 0.0175
C -2.877688 3.749963 1.312452 -0.0500 0.0603 -0.0192
C -1.878261 2.880275 0.912181 0.0343 0.0557 0.0826
C -1.221092 3.047809 -0.314573 -0.0825 0.1741 0.1990
C -1.638983 4.099265 -1.138248 0.0020 -0.1101 -0.0810
C -2.643813 4.963351 -0.730661 -0.0059 0.0217 -0.0069
N -0.274609 2.080241 -0.674702 0.1470 -0.0687 -0.1284
C 0.795744 2.322387 -1.445739 0.0162 -0.0578 0.0446
C 1.338884 3.608873 -1.740781 0.0111 0.1165 -0.0659
C 2.420512 3.751115 -2.561368 -0.0931 0.0150 0.0698
C 3.064551 2.644534 -3.165033 0.0404 -0.0730 -0.0359
C 2.620356 1.390663 -2.876479 0.0269 0.0435 -0.0041
C 1.523013 1.208738 -2.004995 0.0013 0.0136 -0.0708
N 1.068862 -0.017673 -1.627978 0.0376 0.1209 0.0255
N 1.500036 -1.081193 -2.151396 0.0118 -0.0682 -0.0195
C 0.878613 -2.220778 -1.592113 0.0529 0.0005 -0.0646
C 1.253115 -3.462281 -2.093397 0.0255 0.0404 -0.0330
C 0.680186 -4.595629 -1.553866 -0.0504 -0.0215 0.0548
C -0.244380 -4.465589 -0.523634 0.0334 -0.0262 -0.0440
C -0.558513 -3.195822 -0.082539 -0.0127 0.0558 0.0311
N -0.024399 -2.089468 -0.610318 0.0472 -0.0302 0.0750
H -4.042986 5.488881 0.815075 -0.0075 0.0013 -0.0085
H -3.351877 3.600370 2.274538 -0.0048 -0.0018 -0.0006
H -1.583215 2.075752 1.583749 0.0930 -0.0044 -0.0977
H -1.206320 4.217797 -2.122063 0.0456 0.0101 -0.0132
H -2.949554 5.764121 -1.392702 0.0049 0.0023 0.0000
H 0.900260 4.479524 -1.276869 -0.0346 0.0065 -0.0012
H 2.807070 4.747082 -2.740824 0.0073 -0.0007 -0.0040
H 3.915354 2.797884 -3.813827 -0.0002 -0.0005 0.0020
H 3.102815 0.507799 -3.273019 0.0041 0.0079 -0.0091
H 1.986129 -3.500933 -2.885994 -0.0020 -0.0066 0.0028
H 0.954564 -5.575576 -1.921512 0.0077 0.0049 -0.0096
H -0.702816 -5.327757 -0.062204 -0.0036 0.0016 0.0016
H -1.248483 -3.039772 0.737562 0.0045 0.0033 0.0031
C -0.384546 -1.625851 3.923878 0.0001 0.0326 -0.0115
C -0.123755 -0.185722 3.459485 0.1099 -0.0351 0.0137
C -1.168779 0.739127 4.098262 0.0123 -0.0330 0.0032
C 1.271325 0.243550 3.933595 -0.0233 -0.0091 -0.0034
N -0.202262 -0.113747 2.027536 -0.1211 -0.0406 0.5139
H -0.321925 -1.718245 5.011969 -0.0021 -0.0081 0.0007
H 0.350331 -2.296402 3.473286 -0.0033 -0.0059 0.0019
H -1.381218 -1.941351 3.606018 0.0010 -0.0088 0.0016
H -1.136966 0.683287 5.190109 -0.0111 0.0170 0.0000
H -2.170678 0.456569 3.766114 0.0017 0.0071 -0.0046
H -0.984423 1.773266 3.799753 0.0019 0.0048 0.0203
H 1.355959 0.199799 5.023223 0.0098 0.0032 0.0005
H 1.473585 1.265553 3.607999 0.0074 0.0007 0.0007
H 2.029112 -0.410336 3.497752 0.0015 0.0034 -0.0015

# 4
58
Properties=species:S:1:pos:R:3:forces:R:3 method="wB97M-V/def2-TZVPD" relative_energy_kj_mol=0.0 homo_lumo_gap_ha="0.2717 / 0.2713" lumo_energy_ev="-0.83 / -1.01" multiplicity=2 total_charge=0 s_squared=0.76
Cr -0.395524 -0.317621 -0.070691 0.0291 -0.2248 0.3353
O -2.965880 -0.205169 3.645161 0.0261 -0.0017 -0.1022
As -2.466818 -1.026290 2.164949 0.0497 -0.0237 0.2384
O -3.754046 -1.250543 1.207279 -0.1886 -0.0690 -0.0933
O -1.294788 0.033039 1.522510 0.0185 0.1379 -0.0844
C -1.555967 -2.521581 2.995790 -0.0700 0.0630 0.0730
C -2.048079 -2.945494 4.223710 0.0110 0.0024 0.0227
C -1.454535 -4.010175 4.890195 0.0339 -0.0096 -0.0275
C -0.361657 -4.657924 4.338100 -0.0385 0.0275 0.0042
C 0.135955 -4.247282 3.109765 0.0454 -0.0212 0.0091
C -0.458450 -3.185334 2.451001 0.0115 0.0142 -0.1001
S 0.178054 -2.729400 0.860970 -0.0438 -0.0455 0.1428
O 0.889608 -3.842575 0.329253 0.0025 -0.0085 0.0440
O -1.037393 -2.279525 0.123503 -0.0841 -0.0264 -0.2406
O 0.963887 -1.473091 1.020568 0.1136 0.1177 -0.1814
H -3.799812 0.243423 3.454498 -0.0031 -0.0361 0.0123
H -2.892300 -2.435936 4.665993 -0.0031 0.0097 -0.0126
H -1.853855 -4.331207 5.843131 0.0047 -0.0019 0.0022
H 0.099892 -5.489322 4.853614 -0.0019 -0.0022 0.0031
H 0.971369 -4.753448 2.645597 -0.0052 0.0049 -0.0050
C -4.100534 0.679715 -1.982726 -0.0119 0.0212 -0.0057
C -4.104937 2.061040 -1.921693 -0.0077 -0.0178 -0.0104
C -3.013062 2.728624 -1.385621 0.0300 0.0026 0.0135
C -1.941366 1.984590 -0.924375 -0.1046 -0.0172 -0.1367
N -1.947847 0.646850 -0.999335 0.0795 -0.0203 0.0551
C -2.994377 0.000444 -1.501569 0.0125 -0.0104 0.0354
C -0.714947 2.555482 -0.328113 0.1415 0.1008 0.0122
C -0.499372 3.909188 -0.130026 -0.0163 -0.0217 -0.0188
C 0.693560 4.318230 0.445761 0.0180 -0.0042 0.0028
C 1.639036 3.373279 0.803530 0.0008 0.0245 -0.0039
C 1.358020 2.038144 0.572679 0.0086 -0.0570 -0.0294
N 0.211595 1.649853 0.021325 -0.0173 -0.1369 -0.0077
H -4.939256 0.127009 -2.378832 0.0007 -0.0010 -0.0013
H -4.955463 2.622681 -2.284614 0.0015 -0.0014 0.0005
H -3.005903 3.807062 -1.330547 0.0089 0.0014 0.0085
H -2.937763 -1.079560 -1.490155 -0.0017 -0.0015 0.0065
H -1.246430 4.635735 -0.412640 -0.0101 -0.0071 -0.0026
H 0.880298 5.370886 0.612279 -0.0031 -0.0002 0.0017
H 2.580398 3.654833 1.252276 0.0019 -0.0012 -0.0027
H 2.059608 1.251121 0.811553 -0.0096 0.0043 0.0153
C 3.971847 -1.225895 -0.951609 0.0161 0.0018 -0.0039
C 3.855676 -0.167556 -2.021966 -0.0283 -0.0150 -0.0190
O 3.205122 0.968553 -1.467253 0.0667 0.0999 0.0696
C 3.086606 2.049333 -2.371825 0.0132 -0.0033 -0.0644
C 1.942973 1.886716 -3.359892 0.0033 0.0104 -0.0111
H 4.433147 -2.124585 -1.362838 0.0022 0.0062 0.0004
H 2.988103 -1.492528 -0.569130 -0.0254 -0.0124 0.0053
H 4.584751 -0.871207 -0.121239 -0.0076 0.0055 0.0018
H 3.289463 -0.553152 -2.875306 -0.0150 -0.0009 -0.0027
H 4.847180 0.134263 -2.386305 0.0036 -0.0070 -0.0055
H 4.036499 2.189656 -2.905201 -0.0091 -0.0012 0.0005
H 2.926439 2.941195 -1.760817 -0.0086 -0.0090 0.0077
H 2.084572 1.022867 -4.009827 -0.0021 -0.0085 0.0087
H 1.869061 2.774854 -3.991508 0.0021 -0.0051 0.0017
H 0.998824 1.752215 -2.830293 0.0003 0.0045 0.0036
S 0.977335 -2.063769 -4.167261 0.0574 0.0038 -0.0201
C 0.624861 -1.344529 -2.788529 -0.1105 0.0876 0.0170
N 0.356620 -0.786184 -1.783255 0.0126 0.0791 0.0380